Entry 1:
C27H19ClIN4O5PbS | ωB97M-V with the def2-TZVPD basis set

```
! RIJCOSX wB97M-V def2-TZVPD def2/J DEFGRID3
* xyz -1 1
Pb -0.30 0.55 -0.23
O 0.60 0.26 2.07
N 1.71 -0.36 2.38
C 1.81 -0.85 3.64
C 2.93 -1.49 4.09
C 4.01 -1.63 3.20
C 3.89 -1.14 1.93
C 2.72 -0.49 1.47
S 2.57 0.08 -0.13
H 0.92 -0.67 4.23
H 2.96 -1.86 5.10
H 4.92 -2.13 3.51
H 4.69 -1.25 1.21
O -1.19 3.16 -5.96
C -0.37 2.15 -6.14
O 0.19 1.95 -7.19
C -0.16 1.24 -4.98
C 0.68 0.14 -4.99
Cl 1.65 -0.53 -6.22
N 0.63 -0.45 -3.78
N -0.20 0.22 -2.96
C -0.71 1.21 -3.67
C -1.79 2.07 -3.02
O -2.16 3.08 -3.68
O -2.23 1.69 -1.93
C 1.25 -1.68 -3.37
C 0.44 -2.79 -3.22
C 1.02 -4.00 -2.85
C 2.39 -4.07 -2.65
C 3.18 -2.95 -2.81
C 2.61 -1.73 -3.17
H -1.59 3.16 -5.00
H -0.63 -2.70 -3.36
H 0.39 -4.87 -2.70
H 2.84 -5.01 -2.35
H 4.25 -3.00 -2.63
H 3.21 -0.84 -3.28
C -1.50 -4.46 0.05
C -0.23 -4.03 0.43
C 0.12 -2.69 0.30
C -0.78 -1.73 -0.17
C -2.05 -2.19 -0.54
C -2.41 -3.53 -0.45
H -1.78 -5.50 0.13
H 0.49 -4.74 0.80
H 1.13 -2.40 0.57
H -2.79 -1.49 -0.93
H -3.40 -3.85 -0.75
I -6.43 2.66 0.52
C -4.98 1.35 1.24
C -5.28 0.45 2.25
C -4.29 -0.41 2.69
C -3.03 -0.32 2.10
N -2.75 0.55 1.14
C -3.70 1.38 0.70
H -6.28 0.42 2.67
H -4.48 -1.13 3.46
H -2.22 -0.98 2.40
H -3.41 2.04 -0.11
*
```

Values from the calculation:
LUMO ... 2.14 eV
Molar mass ... 881.096 g/mol
Orbital gap ... 0.2596 hartree
E_HOMO ... -4.92 eV
Energy above the lowest of the compared OMol25 structures with the same formula, charge and spin ... 0.0 kJ/mol
Strongest force on any atom ... 0.4 eV/A

Atom-resolved charges from natural (NBO), all expressed in e:
1. Pb 1.22
2. O -0.65
3. N 0.02
4. C 0.02
5. C -0.29
6. C -0.20
7. C -0.24
8. C 0.03
9. S -0.31
10. H 0.22
11. H 0.22
12. H 0.21
13. H 0.23
14. O -0.69
15. C 0.78
16. O -0.63
17. C -0.29
18. C 0.18
19. Cl 0.07
20. N -0.22
21. N -0.26
22. C 0.07
23. C 0.78
24. O -0.72
25. O -0.73
26. C 0.20
27. C -0.22
28. C -0.19
29. C -0.21
30. C -0.21
31. C -0.21
32. H 0.50
33. H 0.24
34. H 0.22
35. H 0.21
36. H 0.21
37. H 0.23
38. C -0.25
39. C -0.23
40. C -0.24
41. C -0.48
42. C -0.19
43. C -0.26
44. H 0.20
45. H 0.20
46. H 0.20
47. H 0.20
48. H 0.20
49. I 0.15
50. C -0.20
51. C -0.20
52. C -0.26
53. C 0.06
54. N -0.44
55. C 0.01
56. H 0.22
57. H 0.22
58. H 0.22
59. H 0.26

***

Entry 2:
C27H19CrI2N8S | ωB97M-V with the def2-TZVPD basis set

```
! RIJCOSX wB97M-V def2-TZVPD def2/J DEFGRID3
* xyz 2 4
Cr -0.28 0.62 -0.07
N -0.84 -3.13 -2.17
C -0.32 -1.99 -1.75
N -0.77 -1.31 -0.73
C -1.91 -1.78 -0.05
N -2.44 -1.10 0.93
N -1.77 0.09 1.11
C -2.22 0.96 1.94
C -1.45 2.21 2.01
C -1.76 3.24 2.87
C -0.96 4.37 2.88
C 0.13 4.43 2.03
C 0.38 3.36 1.18
N -0.39 2.28 1.17
C -2.50 -3.04 -0.46
C -3.62 -3.58 0.18
C -4.16 -4.76 -0.27
C -3.59 -5.43 -1.36
C -2.49 -4.91 -2.01
C -1.95 -3.71 -1.54
H -0.43 -3.59 -2.97
H 0.54 -1.61 -2.30
H -3.12 0.78 2.52
H -2.63 3.16 3.52
H -1.18 5.20 3.54
H 0.78 5.30 2.01
H 1.20 3.38 0.48
H -4.05 -3.05 1.02
H -5.03 -5.18 0.22
H -4.02 -6.35 -1.71
H -2.05 -5.41 -2.86
C 2.59 2.03 -3.05
C 1.40 1.78 -2.36
N 1.38 1.11 -1.22
C 2.55 0.66 -0.70
C 3.78 0.86 -1.32
C 3.78 1.57 -2.53
C 4.97 0.34 -0.69
C 4.90 -0.32 0.48
C 3.64 -0.53 1.15
C 3.50 -1.20 2.37
C 2.26 -1.35 2.93
C 1.15 -0.82 2.27
N 1.25 -0.18 1.11
C 2.48 -0.04 0.56
H 2.56 2.59 -3.98
H 0.44 2.12 -2.74
H 4.71 1.75 -3.05
H 5.92 0.50 -1.18
H 5.80 -0.71 0.95
H 4.38 -1.60 2.87
H 2.12 -1.86 3.88
H 0.15 -0.92 2.69
S -3.51 1.03 -3.27
C -2.37 1.17 -2.18
N -1.52 1.28 -1.36
I -2.29 4.47 -0.97
I -3.12 6.81 -0.04
*
```

Values from the calculation:
LUMO (alpha / beta) ... -6.42 / -6.62 eV
Molar mass ... 793.376 g/mol
Orbital gap (alpha / beta) ... 0.2466 / 0.2401 hartree
E_HOMO (alpha / beta) ... -13.13 / -13.15 eV
Energy above the lowest of the compared OMol25 structures with the same formula, charge and spin ... 6.9 kJ/mol
Strongest force on any atom ... 0.5 eV/A

Atom-resolved charges from natural (NBO), all expressed in e:
1. Cr 1.20
2. N -0.49
3. C 0.38
4. N -0.57
5. C 0.43
6. N -0.31
7. N -0.27
8. C 0.15
9. C 0.14
10. C -0.18
11. C -0.10
12. C -0.21
13. C 0.10
14. N -0.46
15. C -0.08
16. C -0.15
17. C -0.18
18. C -0.13
19. C -0.22
20. C 0.15
21. H 0.44
22. H 0.22
23. H 0.24
24. H 0.25
25. H 0.25
26. H 0.26
27. H 0.22
28. H 0.25
29. H 0.25
30. H 0.25
31. H 0.24
32. C -0.24
33. C 0.12
34. N -0.50
35. C 0.14
36. C -0.07
37. C -0.07
38. C -0.15
39. C -0.16
40. C -0.08
41. C -0.08
42. C -0.24
43. C 0.11
44. N -0.49
45. C 0.23
46. H 0.26
47. H 0.24
48. H 0.25
49. H 0.25
50. H 0.25
51. H 0.25
52. H 0.26
53. H 0.22
54. S 0.02
55. C 0.18
56. N -0.75
57. I -0.03
58. I 0.04

***

Entry 3:
C27H19MnN3O3P | ωB97M-V with the def2-TZVPD basis set

```
! RIJCOSX wB97M-V def2-TZVPD def2/J DEFGRID3
* xyz 1 2
Mn -1.20 -0.31 0.02
C 4.70 0.97 0.26
C 4.65 -0.31 -0.27
C 3.46 -1.02 -0.25
C 2.32 -0.43 0.30
C 2.37 0.85 0.84
C 3.56 1.55 0.82
P 0.78 -1.32 0.39
C 0.49 -2.42 -0.99
C -0.30 -3.56 -0.80
C -0.69 -4.31 -1.89
C -0.30 -3.93 -3.17
C 0.47 -2.78 -3.36
C 0.86 -2.02 -2.28
C 0.16 -1.90 1.92
C 0.49 -2.67 3.04
C -0.47 -2.72 4.04
C -1.68 -2.02 3.92
C -1.98 -1.26 2.80
C -1.02 -1.22 1.78
H 5.63 1.52 0.24
H 5.53 -0.76 -0.70
H 3.41 -2.02 -0.67
H 1.49 1.30 1.29
H 3.61 2.55 1.23
H -0.61 -3.85 0.20
H -1.30 -5.20 -1.76
H -0.61 -4.51 -4.02
H 0.76 -2.49 -4.36
H 1.44 -1.12 -2.43
H 1.43 -3.18 3.13
H -0.28 -3.30 4.93
H -2.40 -2.08 4.72
H -2.91 -0.72 2.73
O -0.57 3.78 1.86
C -0.52 4.26 0.59
C -0.40 5.62 0.33
C -0.32 6.08 -0.97
C -0.35 5.19 -2.04
C -0.46 3.85 -1.79
C -0.56 3.36 -0.48
C -0.70 1.93 -0.32
O -0.56 1.10 -1.28
O -0.97 1.36 0.82
H -0.56 4.52 2.48
H -0.37 6.32 1.16
H -0.24 7.14 -1.15
H -0.29 5.56 -3.06
H -0.49 3.13 -2.61
N -6.33 -3.09 -2.07
C -5.83 -2.26 -1.44
N -5.31 -1.29 -0.68
C -4.09 -1.08 -0.58
N -2.94 -0.82 -0.42
*
```

Values from the calculation:
LUMO (alpha / beta) ... -5.44 / -4.30 eV
Molar mass ... 519.379 g/mol
Orbital gap (alpha / beta) ... 0.2333 / 0.2760 hartree
E_HOMO (alpha / beta) ... -11.79 / -11.81 eV
Energy above the lowest of the compared OMol25 structures with the same formula, charge and spin ... 66.7 kJ/mol
Strongest force on any atom ... 1.5 eV/A

Atom-resolved charges from natural (NBO), all expressed in e:
1. Mn 1.04
2. C -0.16
3. C -0.20
4. C -0.18
5. C -0.34
6. C -0.20
7. C -0.19
8. P 1.32
9. C -0.48
10. C -0.10
11. C -0.22
12. C -0.14
13. C -0.20
14. C -0.16
15. C -0.39
16. C -0.19
17. C -0.19
18. C -0.15
19. C -0.22
20. C -0.12
21. H 0.23
22. H 0.24
23. H 0.23
24. H 0.24
25. H 0.23
26. H 0.23
27. H 0.24
28. H 0.24
29. H 0.24
30. H 0.24
31. H 0.24
32. H 0.24
33. H 0.24
34. H 0.24
35. O -0.64
36. C 0.38
37. C -0.30
38. C -0.12
39. C -0.25
40. C -0.11
41. C -0.23
42. C 0.77
43. O -0.64
44. O -0.59
45. H 0.49
46. H 0.22
47. H 0.23
48. H 0.23
49. H 0.24
50. N -0.33
51. C 0.40
52. N -0.55
53. C 0.73
54. N -0.73

***

Entry 4:
C27H20Cl5CoN3O7 | ωB97M-V with the def2-TZVPD basis set

```
! RIJCOSX wB97M-V def2-TZVPD def2/J DEFGRID3
* xyz -2 4
Co 1.90 0.36 0.49
O 0.63 1.17 -2.75
C 0.47 2.53 -2.38
C 0.19 2.81 -0.91
N 1.30 2.57 0.03
C 2.54 3.17 -0.47
C 3.36 2.19 -1.31
O 4.21 2.65 -2.08
O 3.09 0.95 -1.11
C 0.91 3.00 1.38
C 0.14 1.93 2.17
O -0.78 2.29 2.91
O 0.60 0.74 2.02
H 1.40 0.81 -2.28
H -0.40 2.90 -2.93
H 1.33 3.11 -2.72
H -0.66 2.22 -0.58
H -0.09 3.87 -0.86
H 3.16 3.47 0.36
H 2.35 4.07 -1.07
H 0.34 3.93 1.36
H 1.81 3.16 1.95
Cl 4.41 2.98 2.71
C 4.70 1.26 2.50
C 3.77 0.47 1.84
C 4.12 -0.88 1.84
Cl 3.00 -1.93 1.00
C 5.26 -1.43 2.39
Cl 5.57 -3.14 2.30
C 6.17 -0.59 3.01
Cl 7.63 -1.23 3.71
C 5.89 0.77 3.07
Cl 7.01 1.82 3.88
O 1.35 -2.70 -1.15
C 0.33 -2.05 -0.95
N -0.94 -2.57 -1.19
C -1.97 -1.67 -0.75
C -1.08 -0.43 -0.37
O -1.62 0.60 -0.02
N 0.23 -0.76 -0.46
C -2.93 -1.24 -1.85
C -4.06 -0.48 -1.53
C -4.91 -0.02 -2.52
C -4.66 -0.32 -3.86
C -3.53 -1.06 -4.19
C -2.67 -1.51 -3.19
C -2.68 -2.20 0.49
C -3.71 -3.14 0.36
C -4.31 -3.70 1.48
C -3.90 -3.32 2.75
C -2.89 -2.38 2.89
C -2.28 -1.82 1.78
H -1.06 -3.57 -1.24
H -4.24 -0.22 -0.49
H -5.78 0.58 -2.26
H -5.33 0.04 -4.64
H -3.31 -1.27 -5.23
H -1.78 -2.06 -3.45
H -4.04 -3.42 -0.63
H -5.10 -4.43 1.35
H -4.38 -3.75 3.62
H -2.57 -2.07 3.88
H -1.50 -1.07 1.91
*
```

Values from the calculation:
LUMO (alpha / beta) ... 4.10 / 4.09 eV
Molar mass ... 734.669 g/mol
Orbital gap (alpha / beta) ... 0.2592 / 0.2746 hartree
E_HOMO (alpha / beta) ... -2.96 / -3.38 eV
Energy above the lowest of the compared OMol25 structures with the same formula, charge and spin ... 33.5 kJ/mol
Strongest force on any atom ... 0.8 eV/A

Atom-resolved charges from natural (NBO), all expressed in e:
1. Co 1.49
2. O -0.74
3. C -0.07
4. C -0.27
5. N -0.49
6. C -0.36
7. C 0.78
8. O -0.71
9. O -0.86
10. C -0.34
11. C 0.79
12. O -0.72
13. O -0.85
14. H 0.50
15. H 0.17
16. H 0.16
17. H 0.26
18. H 0.15
19. H 0.23
20. H 0.18
21. H 0.18
22. H 0.22
23. Cl -0.04
24. C -0.10
25. C -0.30
26. C -0.12
27. Cl 0.05
28. C -0.09
29. Cl 0.00
30. C -0.10
31. Cl 0.00
32. C -0.09
33. Cl -0.01
34. O -0.67
35. C 0.78
36. N -0.66
37. C -0.06
38. C 0.71
39. O -0.64
40. N -0.79
41. C -0.02
42. C -0.13
43. C -0.24
44. C -0.24
45. C -0.22
46. C -0.20
47. C -0.02
48. C -0.22
49. C -0.23
50. C -0.23
51. C -0.22
52. C -0.13
53. H 0.40
54. H 0.22
55. H 0.20
56. H 0.20
57. H 0.20
58. H 0.23
59. H 0.21
60. H 0.20
61. H 0.20
62. H 0.21
63. H 0.26